{"formula": "C24H28N2O3P2W", "method": "ωB97M-V with the def2-TZVPD basis set", "species": ["C", "C", "C", "C", "C", "C", "C", "C", "C", "C", "C", "C", "C", "H", "H", "H", "H", "H", "H", "H", "N", "W", "C", "H", "H", "C", "H", "H", "P", "P", "C", "H", "H", "H", "C", "H", "H", "H", "C", "H", "H", "H", "C", "H", "H", "H", "C", "O", "H", "O", "C", "C", "C", "C", "O", "N", "H", "H", "H", "H"], "xyz": [[4.211, -2.368, -2.169], [3.496, -1.596, -1.260], [2.690, -0.554, -1.785], [2.529, -0.379, -3.185], [3.207, -1.234, -4.059], [4.047, -2.218, -3.544], [1.854, 0.847, -3.771], [1.894, 1.987, -2.780], [2.250, 1.757, -1.430], [2.550, 2.834, -0.558], [2.478, 4.135, -1.068], [2.074, 4.389, -2.380], [1.769, 3.316, -3.219], [4.901, -3.100, -1.769], [3.128, -1.091, -5.146], [4.596, -2.865, -4.220], [2.491, 1.180, -4.601], [2.757, 4.959, -0.410], [2.018, 5.423, -2.733], [1.459, 3.538, -4.241], [2.194, 0.437, -0.911], [0.999, 0.043, 0.644], [3.536, -1.946, 0.224], [4.033, -1.210, 0.878], [4.023, -2.923, 0.383], [2.848, 2.639, 0.932], [3.734, 2.016, 1.155], [3.011, 3.621, 1.414], [1.785, -2.211, 0.739], [1.389, 1.945, 1.851], [0.104, 3.229, 1.737], [-0.760, 2.845, 2.299], [0.463, 4.173, 2.180], [-0.196, 3.387, 0.689], [1.808, 1.522, 3.532], [2.162, 2.414, 4.063], [0.885, 1.133, 3.983], [2.578, 0.742, 3.510], [1.209, -3.454, -0.444], [1.438, -4.454, -0.054], [0.132, -3.313, -0.597], [1.705, -3.305, -1.411], [1.463, -2.737, 2.413], [0.403, -2.533, 2.634], [1.659, -3.816, 2.478], [2.096, -2.184, 3.119], [-0.344, 1.087, -0.417], [-1.115, 1.736, -1.024], [0.947, 0.653, -4.318], [-1.183, 0.631, 3.064], [-1.536, -0.299, 2.344], [-2.832, -1.079, 2.483], [-2.905, -1.948, 1.249], [-1.686, -1.561, 0.415], [-1.464, -1.827, -0.756], [-0.856, -0.769, 1.229], [-2.772, -1.663, 3.410], [-3.662, -0.370, 2.558], [-2.825, -3.015, 1.497], [-3.806, -1.776, 0.655]], "atomic_forces_ev_per_a": [[-0.2995, -0.0838, 0.2557], [-0.1078, 0.2115, -0.2338], [0.5062, -0.3524, -0.9517], [0.4672, 0.0053, 0.0779], [0.0497, -0.2848, 0.2787], [-0.0499, 0.1811, -0.1593], [1.2225, 0.1479, 0.3423], [0.1050, 0.6319, 0.1548], [-0.4646, 0.9564, -0.3384], [-0.4385, 0.0070, 0.0020], [0.1668, -0.2036, 0.3092], [-0.0224, -0.3357, 0.0964], [0.1148, 0.1494, 0.1928], [-0.0549, -0.1568, -0.1574], [-0.0310, -0.0881, 0.5838], [-0.0024, 0.1025, 0.0775], [0.1160, -0.0722, 0.1622], [-0.1453, -0.1377, -0.2207], [-0.0280, -0.4785, 0.0663], [0.1404, -0.2610, 0.2121], [-0.5178, -0.2413, 1.1162], [-1.4348, -1.3686, -2.9090], [0.1875, -0.5850, 0.4055], [-0.1446, -0.1134, -0.2847], [0.2437, 0.4376, -0.2266], [-0.0010, 0.3255, 0.4923], [-0.3247, 0.1752, -0.2552], [0.1795, -0.3040, -0.3538], [1.1334, -0.9830, -0.9938], [0.6928, 2.5497, -0.0144], [-0.1691, 0.0243, 0.3874], [0.2115, 0.2698, -0.1301], [-0.1426, -0.3397, -0.1537], [0.3150, 0.0537, 0.4591], [-0.0504, 0.2306, 0.3423], [0.0085, -0.3144, 0.0725], [0.2928, 0.1428, 0.0666], [-0.0172, 0.2134, 0.1710], [-0.5265, -0.0500, 0.0088], [-0.0764, 0.2011, -0.0890], [0.2875, -0.3249, 0.0273], [-0.0930, -0.0033, 0.3150], [0.2397, -0.6596, 0.4942], [0.4091, -0.1743, -0.0560], [-0.0298, 0.2523, 0.3533], [-0.1377, -0.2325, -0.0534], [-4.0762, 4.3633, -3.3445], [3.3553, -3.2900, 2.5950], [-0.9105, -0.1541, 0.4547], [0.3797, -1.0322, -0.9395], [-0.9341, 0.3828, 0.6070], [0.1808, 0.2986, 0.4407], [0.0909, -0.2986, -0.6120], [-0.6694, -0.2188, -0.0633], [0.3313, 0.4824, 1.2701], [0.5111, 0.2979, -0.2204], [-0.1730, 0.2439, -0.1029], [0.1648, -0.1507, 0.1645], [-0.1545, 0.1994, -0.2572], [0.1241, -0.2450, 0.0655]], "gap_ha": [0.2391, 0.2112], "s_squared": 2.091, "energy_ev": -54854.0491, "charge": 2, "relative_energy_kcal_mol": 3.51, "lumo_ev": [-7.966, -8.621], "multiplicity": 3}

***

{"formula": "C24H28N4O3", "method": "ωB97M-V with the def2-TZVPD basis set", "species": ["C", "O", "C", "C", "C", "C", "C", "C", "O", "C", "C", "C", "C", "N", "C", "C", "C", "C", "C", "O", "C", "C", "C", "N", "C", "N", "C", "N", "C", "C", "C", "H", "H", "H", "H", "H", "H", "H", "H", "H", "H", "H", "H", "H", "H", "H", "H", "H", "H", "H", "H", "H", "H", "H", "H", "H", "H", "H", "H"], "xyz": [[-0.109, 2.024, 3.923], [-0.094, 1.792, 2.529], [-0.757, 2.661, 1.721], [-1.399, 3.816, 2.157], [-2.073, 4.615, 1.247], [-2.121, 4.274, -0.088], [-1.463, 3.129, -0.544], [-1.572, 2.822, -1.993], [-2.482, 3.277, -2.656], [-0.531, 1.916, -2.614], [-0.292, 2.309, -4.076], [0.575, 1.276, -4.789], [-0.052, -0.113, -4.638], [-0.249, -0.496, -3.253], [0.972, -0.844, -2.554], [0.719, -1.689, -1.332], [-0.440, -2.431, -1.182], [-0.643, -3.221, -0.063], [0.332, -3.305, 0.922], [0.240, -4.053, 2.055], [-0.929, -4.802, 2.280], [1.524, -2.580, 0.769], [2.590, -2.695, 1.823], [2.146, -2.142, 3.076], [1.391, -1.057, 3.298], [1.225, -0.882, 4.592], [1.910, -1.908, 5.133], [2.479, -2.690, 4.247], [1.691, -1.773, -0.341], [-1.080, 0.465, -2.568], [-0.776, 2.334, 0.364], [0.388, 1.165, 4.375], [-1.134, 2.087, 4.301], [0.432, 2.941, 4.177], [-1.383, 4.100, 3.197], [-2.570, 5.508, 1.595], [-2.658, 4.879, -0.801], [0.404, 1.974, -2.050], [0.180, 3.294, -4.117], [-1.261, 2.383, -4.573], [1.581, 1.275, -4.365], [0.659, 1.527, -5.848], [0.565, -0.872, -5.126], [-1.036, -0.116, -5.117], [1.568, 0.035, -2.258], [1.588, -1.430, -3.246], [-1.193, -2.388, -1.954], [-1.564, -3.776, 0.025], [-0.776, -5.301, 3.236], [-1.081, -5.553, 1.499], [-1.811, -4.158, 2.345], [3.501, -2.179, 1.499], [2.826, -3.745, 2.017], [0.990, -0.432, 2.528], [1.984, -2.071, 6.188], [2.607, -1.208, -0.444], [-1.208, 0.142, -1.534], [-2.061, 0.461, -3.054], [-0.268, 1.431, 0.064]], "atomic_forces_ev_per_a": [[0.0555, 0.0009, 0.3221], [-0.0257, -0.0263, -0.3770], [-0.0689, 0.0863, -0.0979], [0.1862, -0.2434, 0.2213], [-0.0293, -0.0132, -0.1579], [-0.0183, 0.0018, -0.0890], [-0.2155, 0.3443, 0.5655], [0.1489, -0.1181, -0.1625], [0.1288, -0.0546, 0.0906], [-0.2467, -0.1383, -0.4130], [0.1893, -0.0175, 0.0748], [-0.2214, -0.1077, 0.0520], [0.2151, 0.1207, -0.1771], [0.1005, -0.2651, -0.0308], [-0.0030, -0.0093, -0.1139], [-0.0837, 0.0108, 0.0002], [0.2162, 0.1424, -0.0231], [-0.0396, -0.2398, 0.3208], [0.0645, 0.0642, -0.1311], [0.3274, 0.2672, -0.2109], [-0.2385, -0.1645, 0.0661], [-0.0001, -0.1234, 0.1667], [0.1829, -0.2536, -0.4253], [-0.3376, 0.5298, 0.3849], [0.0967, -0.1155, 0.0622], [-0.2809, 0.3634, 0.1099], [0.0200, 0.0233, -0.2766], [0.4963, -0.7059, 0.2580], [-0.1714, -0.1437, 0.0579], [-0.0077, 0.1820, 0.2174], [-0.0286, 0.0566, -0.0021], [-0.1045, 0.2016, 0.0108], [0.0076, 0.0180, -0.0200], [-0.0430, 0.0089, -0.0227], [0.0267, -0.0200, 0.0963], [-0.0317, 0.0726, 0.0263], [-0.0473, 0.0406, -0.0490], [-0.0358, 0.0183, 0.0274], [-0.0880, 0.0314, -0.0394], [0.0087, 0.0517, 0.0124], [0.0850, -0.0054, -0.0480], [0.0759, 0.0075, -0.0287], [-0.0719, -0.0039, -0.0105], [0.0210, -0.0097, -0.0809], [0.0393, -0.0748, -0.0333], [0.0016, 0.1361, -0.0100], [-0.0931, 0.0327, -0.0815], [-0.0826, -0.0705, 0.0446], [-0.0628, 0.0131, -0.0753], [-0.0013, 0.0430, 0.0232], [0.0382, -0.0203, -0.0205], [-0.1122, -0.1270, 0.0254], [0.0140, 0.1813, 0.0141], [-0.1036, 0.1338, -0.2688], [0.0633, -0.1221, 0.2324], [0.1310, 0.0907, 0.0122], [-0.1063, -0.0040, -0.0137], [-0.0352, 0.0565, 0.0728], [0.0962, -0.1339, -0.0778]], "gap_ha": 0.3285, "energy_ev": -37444.8854, "relative_energy_kcal_mol": 76.84, "lumo_ev": 0.453}

***

{"formula": "C24H28N4O4S2", "method": "ωB97M-V with the def2-TZVPD basis set", "species": ["O", "C", "C", "N", "C", "C", "C", "C", "C", "S", "C", "O", "C", "S", "C", "N", "N", "C", "C", "O", "C", "C", "C", "C", "C", "C", "O", "N", "C", "C", "C", "C", "C", "C", "H", "H", "H", "H", "H", "H", "H", "H", "H", "H", "H", "H", "H", "H", "H", "H", "H", "H", "H", "H", "H", "H", "H", "H", "H", "H", "H", "H"], "xyz": [[1.807, 3.725, -0.681], [1.476, 2.669, -1.181], [2.402, 1.896, -2.133], [2.963, 0.721, -1.491], [4.018, 0.936, -0.513], [3.619, 0.561, 0.881], [4.294, -0.246, 1.751], [3.627, -0.402, 2.984], [2.456, 0.283, 3.027], [2.148, 1.140, 1.577], [2.365, -0.467, -1.710], [1.339, -0.577, -2.356], [3.100, -1.681, -1.154], [2.074, -3.162, -1.359], [0.822, -2.675, -0.292], [0.799, -1.633, 0.483], [-0.377, -1.675, 1.142], [-1.011, -2.723, 0.744], [-2.346, -3.239, 1.165], [-3.294, -2.242, 1.418], [-3.755, -1.484, 0.373], [-3.267, -1.528, -0.926], [-3.819, -0.707, -1.898], [-4.859, 0.149, -1.591], [-5.353, 0.186, -0.296], [-4.806, -0.621, 0.681], [-0.295, -3.422, -0.181], [0.312, 2.046, -0.959], [-0.683, 2.567, -0.041], [-1.667, 3.492, -0.764], [-2.670, 4.059, 0.235], [-3.419, 2.932, 0.939], [-2.444, 1.986, 1.632], [-1.438, 1.427, 0.630], [3.217, 2.553, -2.446], [1.841, 1.563, -3.009], [4.259, 2.003, -0.544], [4.916, 0.374, -0.794], [5.240, -0.707, 1.522], [4.002, -1.002, 3.794], [1.745, 0.334, 3.827], [4.017, -1.858, -1.715], [3.318, -1.570, -0.093], [-2.238, -3.772, 2.117], [-2.693, -3.948, 0.400], [-2.459, -2.188, -1.204], [-3.424, -0.745, -2.902], [-5.283, 0.784, -2.354], [-6.172, 0.844, -0.046], [-5.176, -0.606, 1.693], [0.128, 1.159, -1.407], [-0.136, 3.153, 0.706], [-1.114, 4.299, -1.246], [-2.193, 2.924, -1.536], [-3.377, 4.712, -0.282], [-2.137, 4.661, 0.974], [-4.115, 3.349, 1.670], [-4.000, 2.370, 0.205], [-2.989, 1.162, 2.095], [-1.909, 2.524, 2.417], [-0.742, 0.754, 1.132], [-1.971, 0.853, -0.132]], "atomic_forces_ev_per_a": [[0.1619, 0.4348, 0.2425], [0.2355, -0.4277, -0.7189], [-0.1363, 0.2499, -0.0949], [0.0232, 0.3608, -0.2166], [0.2195, -0.0719, 0.1731], [-0.1540, 0.2054, 0.2433], [-0.0495, 0.2624, -0.2495], [-0.1093, -0.0360, 0.1935], [-0.1142, 0.2198, -0.2092], [0.5562, -0.2732, 0.2704], [0.1231, -0.1819, -0.0131], [-0.1698, 0.0930, -0.1956], [-0.5878, -0.4281, 0.0271], [0.4810, -0.2841, -0.2995], [0.0144, 0.5301, 0.5519], [1.0828, -0.4144, -0.9470], [-1.4452, -0.3759, 0.7223], [0.2634, 0.5286, 0.3022], [0.0123, -0.4518, -0.0410], [-0.0810, 0.2768, -0.0324], [-0.1900, 0.1161, -0.0835], [0.1631, -0.2619, 0.1609], [-0.1005, 0.0812, -0.0291], [0.0052, 0.0582, -0.1560], [0.0027, -0.0971, 0.0241], [0.1461, -0.1384, 0.0871], [-0.0272, -0.0509, -0.1200], [-0.4168, -0.1595, 0.0962], [-0.2091, 0.0591, -0.1279], [0.2151, 0.2186, 0.3223], [-0.1809, -0.1628, -0.2080], [0.1247, 0.1841, 0.2290], [-0.1829, -0.1237, -0.2859], [0.2431, 0.2198, 0.2758], [-0.1392, -0.0131, 0.0874], [0.1014, 0.0706, 0.0887], [0.0464, -0.1489, -0.0943], [-0.0226, 0.1171, 0.0987], [0.1689, -0.0856, -0.1184], [0.0179, -0.0983, 0.1659], [-0.1450, -0.0241, 0.2010], [0.0245, -0.0249, 0.0303], [0.0758, 0.0503, -0.1504], [-0.0413, 0.0262, -0.2273], [0.0165, 0.0817, 0.1295], [0.0796, -0.0659, -0.0195], [0.0336, -0.0111, -0.0754], [-0.0352, 0.0535, -0.0645], [-0.0544, 0.0611, 0.0384], [-0.0539, 0.0073, 0.1397], [0.1628, -0.0564, -0.0697], [-0.0795, -0.0542, -0.0197], [0.0205, -0.0217, -0.0810], [0.0036, -0.0664, -0.0807], [0.0235, 0.0890, 0.0446], [0.0105, 0.1047, 0.0439], [-0.0995, -0.0183, -0.0142], [-0.0409, 0.0105, -0.0049], [0.0321, -0.0147, 0.1091], [0.0236, 0.0134, 0.1213], [-0.0293, -0.0266, -0.0922], [-0.0194, -0.1144, -0.0799]], "gap_ha": 0.3388, "energy_ev": -61163.7175, "relative_energy_kcal_mol": 0.93, "lumo_ev": 0.486}

***

{"formula": "C24H29As2Cl2CsI2N2O", "method": "ωB97M-V with the def2-TZVPD basis set", "species": ["Cs", "I", "C", "C", "C", "I", "C", "O", "C", "C", "N", "C", "C", "C", "C", "C", "C", "N", "C", "H", "H", "H", "H", "H", "H", "H", "H", "H", "H", "H", "C", "As", "C", "C", "C", "C", "C", "C", "C", "As", "C", "C", "H", "H", "H", "H", "H", "H", "H", "H", "H", "H", "H", "H", "H", "H", "H", "H", "Cl", "C", "Cl", "H", "H"], "xyz": [[-8.273, 8.347, 11.754], [-10.148, 14.133, 7.482], [-9.589, 13.126, 9.211], [-10.511, 12.744, 10.136], [-10.085, 12.098, 11.309], [-11.425, 11.832, 12.835], [-8.739, 11.697, 11.450], [-8.316, 10.943, 12.408], [-7.840, 12.021, 10.450], [-6.408, 11.654, 10.684], [-6.219, 10.251, 10.249], [-4.872, 9.862, 10.542], [-4.669, 8.358, 10.465], [-3.390, 7.739, 10.787], [-3.209, 6.395, 10.708], [-4.296, 5.671, 10.099], [-5.474, 6.299, 9.760], [-5.639, 7.624, 9.918], [-8.253, 12.767, 9.382], [-11.580, 12.884, 9.903], [-6.162, 11.627, 11.766], [-5.724, 12.326, 10.117], [-6.589, 10.162, 9.327], [-4.643, 10.268, 11.513], [-4.167, 10.324, 9.801], [-2.624, 8.322, 11.301], [-2.340, 5.782, 10.870], [-4.179, 4.597, 9.911], [-6.303, 5.810, 9.289], [-7.575, 13.099, 8.609], [-12.086, 10.003, 15.834], [-10.350, 9.385, 15.019], [-11.155, 7.818, 14.117], [-9.788, 8.378, 16.612], [-10.028, 8.998, 17.896], [-9.621, 8.379, 19.090], [-8.928, 7.185, 19.025], [-8.618, 6.632, 17.801], [-8.936, 7.257, 16.607], [-7.949, 6.626, 14.995], [-8.701, 4.856, 14.753], [-6.188, 5.973, 15.664], [-12.348, 9.315, 16.659], [-12.881, 10.032, 15.084], [-11.969, 10.960, 16.261], [-12.059, 7.469, 14.594], [-10.466, 6.993, 14.096], [-11.384, 8.070, 13.094], [-10.611, 9.886, 18.013], [-9.768, 8.918, 20.023], [-8.473, 6.797, 19.951], [-7.970, 5.726, 17.778], [-8.806, 4.368, 15.691], [-7.972, 4.358, 14.106], [-9.655, 5.056, 14.245], [-6.195, 5.197, 16.421], [-5.534, 6.806, 16.001], [-5.740, 5.533, 14.710], [-4.941, 9.431, 14.012], [-5.893, 10.777, 14.808], [-6.788, 10.102, 16.177], [-6.592, 11.097, 14.012], [-5.106, 11.461, 15.087]], "atomic_forces_ev_per_a": [[0.0144, -0.0392, -0.1248], [-0.1239, 0.0911, -0.1679], [0.7665, -0.2638, -0.4374], [-1.1941, -0.3578, 0.7393], [0.0302, 0.6272, -1.3828], [-0.4060, -0.1063, 0.1760], [-0.5861, -1.5790, 1.7616], [-0.3928, 0.4874, 0.7463], [0.9921, 1.3306, -0.6326], [0.0948, -0.6668, -0.4117], [-0.4706, 0.9131, 1.5776], [0.3698, -0.5668, -1.8378], [1.3345, -1.4194, -0.5829], [-0.7232, 1.5608, 1.3993], [-2.3891, -1.4451, -2.2039], [0.5685, -0.4555, 0.4821], [1.1684, 0.6727, 0.1781], [-0.0115, 0.7385, 0.6395], [-0.0986, 0.5752, -0.8991], [0.5871, 0.1512, 0.5441], [-0.2671, 0.5395, -0.6502], [-0.2710, -0.1297, 0.4093], [0.4320, -0.4501, -0.7979], [0.3250, -0.1290, 0.3671], [-0.0433, -0.2730, 0.5711], [-0.1684, 0.2185, -0.4251], [0.4738, 0.5609, 0.5248], [-0.1095, 0.4323, 0.1318], [-0.1972, -0.4801, -0.1185], [0.3932, -0.0830, 0.0438], [0.1998, -1.4725, -0.1382], [-0.4632, -0.4065, 0.4673], [-0.0261, 0.2413, -0.0465], [0.5827, 0.9995, 1.7654], [0.0772, -2.1007, -0.4937], [0.0735, 0.8195, -1.0147], [0.5138, 0.0359, 1.0827], [1.1146, -0.7864, 0.1481], [-0.2341, -0.0999, -0.4727], [0.3622, 0.5576, 0.5218], [0.0193, 0.8451, -1.0423], [0.6085, 0.4083, -1.1739], [-0.0229, 0.1761, -0.5980], [0.1910, -0.0743, 0.0642], [0.1784, 1.2852, 0.3616], [-0.2685, 0.0242, 0.2579], [0.3844, -0.2954, 0.0387], [-0.1935, 0.2081, -0.4199], [-0.2009, 0.5422, -0.3396], [-0.0461, -0.2869, -0.0465], [-0.5083, -0.1583, -0.5340], [-0.5547, 0.7170, 0.0601], [-0.2572, -0.5841, 0.6535], [-0.4389, -0.2236, 0.0458], [0.2272, -0.7183, 0.1870], [-0.2648, -0.0932, 0.1048], [-0.4862, -0.4559, -0.2846], [-0.4140, 0.5557, 1.2467], [-0.2307, 0.1216, 0.1632], [-0.0753, -1.1631, -1.0064], [0.2295, 0.4363, -0.1766], [0.2015, 0.1311, 0.6601], [-0.3761, 0.3600, 0.3396]], "gap_ha": 0.2461, "energy_ev": -193856.2923, "relative_energy_kcal_mol": 19.51, "lumo_ev": -0.155}